# 1
A structure of composition C10H8OS. Source: the Open Molecules 2025 dataset; level of theory: ωB97M-V/def2-TZVPD.

Results
**Lowest unoccupied orbital energy**: 0.403 eV
**Charge**: 0
**ΔE to the lowest compared entry with this formula, charge and spin**: 99.3 kcal/mol
**HOMO level**: -7.8 eV

Geometry (Å):
C  -0.3085  -2.3252  0.2006
C  -0.2355  -1.4552  1.2075
C  0.1374  -2.0798  -1.1252
C  0.2550  -0.0325  0.9102
C  0.9568  -1.0178  -1.2681
C  1.2549  -0.1054  -0.2228
C  -0.6460  2.1867  0.0704
C  -0.9205  0.9014  0.6619
C  2.2790  0.6892  0.0240
C  -1.5396  2.2654  -0.9144
O  3.0982  1.4870  0.2404
S  -2.1782  0.6302  -0.7681
H  -0.6775  -3.2798  0.5050
H  -0.3388  -1.6180  2.2093
H  -0.4083  -2.6166  -1.8814
H  0.6877  0.5816  1.8726
H  1.5810  -0.9285  -2.2270
H  0.1672  2.8098  0.4717
H  -1.4207  0.9090  1.6966
H  -1.7435  2.9984  -1.6635

=====

# 2
A structure of composition C13H14N2V. Source: the Open Molecules 2025 dataset; level of theory: ωB97M-V/def2-TZVPD.

Results
**Lowest unoccupied orbital energy (alpha / beta)**: 0.027 / -0.703 eV
**Charge**: 0
**ΔE to the lowest compared entry with this formula, charge and spin**: 0.0 kcal/mol
**HOMO level (alpha / beta)**: -6.1 / -6.1 eV
**<S²>**: 3.85
**2S+1**: 4

Geometry (Å):
V  1.1570  0.3359  -1.0659
C  2.7353  1.7047  -1.1458
H  2.7093  0.9710  -1.9946
H  2.5686  2.7074  -1.5608
H  3.7297  1.6460  -0.6987
H  1.9318  1.5087  -0.2417
H  0.6563  1.7505  0.0430
C  0.3684  -3.9583  2.7472
C  1.5137  -3.2570  2.3362
C  1.4156  -2.1921  1.4400
C  0.1339  -1.8053  0.9815
C  -1.0149  -2.5101  1.3896
C  -0.8979  -3.5870  2.2650
N  -0.0195  -0.6707  0.1954
N  -1.2948  -0.2536  0.1233
C  -1.3974  0.9797  -0.4978
C  -2.6344  1.3406  -1.0802
C  -2.7043  2.4536  -1.9090
C  -1.5644  3.2470  -2.1530
C  -0.3400  2.9348  -1.5671
C  -0.2699  1.8564  -0.6439
H  0.4582  -4.7969  3.4407
H  2.4898  -3.5479  2.7237
H  2.2902  -1.6261  1.1062
H  -1.9877  -2.1738  1.0217
H  -1.8016  -4.1219  2.5630
H  -3.4951  0.6954  -0.8973
H  -3.6505  2.7187  -2.3742
H  -1.6471  4.1205  -2.8034
H  0.5615  3.5298  -1.7431

=====

# 3
A structure of composition C5H9O3Sc. Source: the Open Molecules 2025 dataset; level of theory: ωB97M-V/def2-TZVPD.

Results
**Lowest unoccupied orbital energy (alpha / beta)**: -10.883 / -10.880 eV
**Charge**: +2
**ΔE to the lowest compared entry with this formula, charge and spin**: 2.1 kcal/mol
**HOMO level (alpha / beta)**: -18.3 / -18.3 eV

Geometry (Å):
H  -3.3081  2.1781  -0.5512
O  -0.0977  1.2398  -0.3134
O  0.8943  -0.4678  0.5405
O  -0.4008  -0.7840  -1.2518
C  -1.0126  1.8736  -1.2813
C  1.1813  -1.8839  0.6005
C  -2.1439  2.5049  -0.5586
C  2.1629  -2.1081  1.7209
C  0.1122  -0.0365  -0.4016
H  -0.3985  2.5978  -1.8331
H  0.2390  -2.4184  0.7686
H  1.5901  -2.1847  -0.3725
H  -2.3280  3.4792  -1.0338
H  -2.0225  2.3923  0.5313
H  2.3554  -3.1850  1.8103
H  3.1156  -1.6023  1.5185
H  1.7575  -1.7461  2.6743
Sc  -1.6964  0.1510  -2.5676

=====

# 4
A structure of composition C22H43CoN2OP3. Source: the Open Molecules 2025 dataset; level of theory: ωB97M-V/def2-TZVPD.

Results
**Lowest unoccupied orbital energy (alpha / beta)**: -9.320 / -13.363 eV
**Charge**: +3
**ΔE to the lowest compared entry with this formula, charge and spin**: 20.8 kcal/mol
**HOMO level (alpha / beta)**: -15.2 / -15.2 eV
**<S²>**: 6.12
**2S+1**: 5

Geometry (Å):
Co  0.4677  -0.4142  1.2131
P  1.9688  -1.2828  2.4400
P  1.7130  1.4272  0.4659
P  -0.4195  -2.2175  0.4214
H  -0.4746  1.7071  -8.2572
C  -1.4256  1.1732  -8.1518
C  -2.5503  1.8025  -7.7933
H  -2.5704  2.8816  -7.6047
C  3.4221  -2.0628  1.6502
C  2.7939  -0.1221  3.5931
C  1.4702  -2.5372  3.6808
C  1.0726  2.6128  -0.7737
C  1.9170  2.5961  1.8878
C  3.4264  1.1531  -0.1442
C  -1.7433  -2.1380  -0.8302
C  -1.2519  -3.3028  1.6643
C  0.7661  -3.3971  -0.3499
H  -1.4159  0.0993  -8.3725
H  -3.5021  1.2662  -7.6981
H  4.1169  -2.3652  2.4450
H  3.9318  -1.3573  0.9818
H  3.1312  -2.9514  1.0749
H  3.4084  -0.7011  4.2928
H  2.0394  0.4237  4.1734
H  3.4358  0.5873  3.0591
H  2.2460  -3.3054  3.7546
H  0.5201  -3.0149  3.4404
H  1.3690  -2.0393  4.6505
H  1.6138  3.5694  -0.7414
H  0.0086  2.7967  -0.5917
H  1.1636  2.1827  -1.7776
H  2.8781  3.1281  1.8248
H  1.8705  2.0811  2.8514
H  1.1044  3.3339  1.8672
H  3.8925  2.1184  -0.4007
H  3.3705  0.5349  -1.0544
H  4.0478  0.6416  0.6049
H  -2.3652  -3.0389  -0.7569
H  -1.3105  -2.0656  -1.8355
H  -2.3515  -1.2429  -0.6570
H  -1.9815  -3.9337  1.1405
H  -1.7926  -2.6971  2.4025
H  -0.5284  -3.9497  2.1732
H  0.2028  -4.1594  -0.9071
H  1.3870  -3.8958  0.4073
H  1.4142  -2.8533  -1.0511
C  -1.1935  0.6891  -2.4879
C  0.0556  0.1237  -2.9697
C  0.2573  -0.1519  -4.3065
C  -0.7675  0.0760  -5.2333
C  -1.9946  0.5992  -4.8118
C  -2.2185  0.8999  -3.4868
O  -1.3981  0.9735  -1.2683
H  1.2124  -0.4690  -0.0618
H  0.8323  -0.0645  -2.2317
H  1.2238  -0.5473  -4.6304
H  -0.5993  -0.1166  -6.2925
H  -2.7681  0.8027  -5.5497
H  -3.1546  1.3193  -3.1342
N  -3.5133  2.4341  5.0374
C  -2.7178  1.7908  4.1527
C  -2.3530  0.4443  4.3636
C  -1.4732  -0.1651  3.4821
N  -0.9988  0.4749  2.3815
C  -1.4669  1.7167  2.0963
C  -2.2521  2.4309  2.9862
H  -3.8505  1.9744  5.8711
H  -3.7501  3.4094  4.9182
H  -2.7539  -0.1098  5.2139
H  -1.1283  -1.1898  3.6444
H  -1.1900  2.1223  1.1233
H  -2.5263  3.4612  2.7817

=====

# 5
A structure of composition C32H23Cl6NO9Tc. Source: the Open Molecules 2025 dataset; level of theory: ωB97M-V/def2-TZVPD.

Results
**Lowest unoccupied orbital energy (alpha / beta)**: -1.210 / -1.812 eV
**Charge**: 0
**ΔE to the lowest compared entry with this formula, charge and spin**: 13.1 kcal/mol
**HOMO level (alpha / beta)**: -7.9 / -8.0 eV
**<S²>**: 3.76
**2S+1**: 4

Geometry (Å):
Tc  0.3587  -1.0437  -1.2613
O  -2.4322  1.1262  -0.7811
C  -1.7598  1.7573  0.2961
C  -0.2176  1.6327  0.1463
O  0.5346  2.2755  0.8770
O  0.3263  0.8840  -0.7410
C  -2.3135  3.1964  0.3902
C  -2.0937  4.0111  1.4576
C  -2.7375  5.2306  1.6479
C  -3.5372  5.7813  0.6318
C  -3.7045  4.9990  -0.5352
C  -3.0754  3.7646  -0.6573
C  -2.2385  1.0155  1.5624
C  -1.3841  0.7486  2.5985
C  -1.8864  0.1831  3.7508
C  -3.2150  -0.1288  3.8537
C  -4.0161  0.1805  2.8033
C  -3.5675  0.7122  1.6109
H  -2.2339  0.1666  -0.7039
H  -1.4269  3.6467  2.2801
H  -2.5729  5.8455  2.5370
H  -4.0160  6.7902  0.7480
H  -4.2892  5.4181  -1.3049
H  -3.2200  3.1941  -1.5981
H  -0.4060  1.1878  2.4693
H  -1.2045  0.0603  4.5785
H  -3.6521  -0.5218  4.7558
H  -5.1034  0.0069  2.9163
H  -4.2369  0.9623  0.7939
Cl  3.2999  -4.8946  -6.5266
C  2.3283  -4.3489  -5.2130
C  2.5038  -5.0833  -4.0069
C  1.9506  -4.6185  -2.8330
Cl  2.2524  -5.5207  -1.3582
C  1.2318  -3.4006  -2.8168
O  0.8493  -2.9284  -1.6844
C  1.0194  -2.6928  -4.0500
C  0.4029  -1.3600  -4.1479
O  -0.1283  -0.6884  -3.2478
C  1.6726  -3.1487  -5.2214
H  3.0935  -6.0140  -4.0217
H  0.2845  -1.0132  -5.1770
H  1.5247  -2.6808  -6.2319
Cl  -3.8490  -4.1378  2.9707
C  -2.4929  -3.2849  2.3851
C  -1.3445  -3.1142  3.1235
Cl  -1.2822  -3.7118  4.7175
C  -0.2225  -2.4168  2.6412
Cl  1.0671  -1.9808  3.6536
C  -0.2558  -2.0550  1.2648
O  0.7321  -1.4261  0.6724
C  -1.4755  -2.1401  0.5200
O  -1.4344  -1.5095  -0.6383
C  -2.6205  -2.7093  1.0848
Cl  -4.0764  -2.5509  0.1756
O  2.7856  1.1223  -3.0539
C  2.7228  0.6537  -1.9309
O  2.2855  -0.5350  -1.6490
C  3.3145  1.4556  -0.7611
N  2.7992  0.9654  0.4901
C  3.8527  0.9991  1.6172
C  5.0451  0.6058  0.7243
C  4.8153  1.3275  -0.6259
H  2.9883  2.4324  -0.9489
H  2.6750  -0.1120  0.3340
H  1.8361  1.4424  0.8025
H  3.5696  0.3622  2.4088
H  3.9552  1.9823  1.8258
H  4.9946  -0.4448  0.4969
H  6.0409  0.8693  1.1346
H  5.3442  0.9063  -1.4913
H  5.2660  2.3149  -0.5300

=====

# 6
A structure of composition C67H62ClCoN9O2PS3. Source: the Open Molecules 2025 dataset; level of theory: ωB97M-V/def2-TZVPD.

Results
**Lowest unoccupied orbital energy (alpha / beta)**: -2.452 / -2.452 eV
**Charge**: +1
**HOMO level (alpha / beta)**: -8.9 / -8.9 eV
**<S²>**: 0.76
**2S+1**: 2

Geometry (Å):
Co  0.2079  -0.1479  -0.2799
O  -1.7119  1.3583  1.9789
C  -2.2062  0.6778  1.0881
O  -1.6022  -0.1988  0.3636
C  -3.6733  0.8675  0.6897
P  -4.0324  0.2388  -1.0123
C  -5.7936  0.7419  -1.1983
C  -6.7888  0.4286  -0.2724
C  -8.0929  0.8562  -0.4639
C  -8.4245  1.6023  -1.5901
C  -7.4487  1.9111  -2.5249
C  -6.1403  1.4823  -2.3265
C  -4.2464  -1.5739  -0.8026
C  -4.1423  -2.3479  -1.9594
C  -4.2814  -3.7290  -1.9149
C  -4.5273  -4.3620  -0.7023
C  -4.6454  -3.6023  0.4532
C  -4.5071  -2.2210  0.3998
H  -3.8674  1.9407  0.6629
H  -4.3148  0.4546  1.4713
H  -6.5480  -0.1651  0.6028
H  -8.8563  0.6007  0.2603
H  -9.4424  1.9422  -1.7335
H  -7.7047  2.4804  -3.4100
H  -5.3761  1.7224  -3.0573
H  -3.9593  -1.8567  -2.9123
H  -4.2058  -4.3101  -2.8263
H  -4.6363  -5.4385  -0.6611
H  -4.8541  -4.0859  1.4009
H  -4.6092  -1.6512  1.3143
N  1.4101  0.1701  1.2448
S  2.7671  0.4146  1.6506
N  3.7151  1.4549  0.7417
S  4.7192  1.0672  -0.3426
N  4.4245  -0.0039  -1.4175
S  2.9841  0.0147  -2.2390
N  1.7499  0.0367  -1.5174
C  3.2177  1.3540  -3.3971
C  2.5043  2.5149  -3.1448
C  2.6524  3.5931  -4.0071
C  3.4939  3.4943  -5.1063
C  4.2101  2.3255  -5.3433
C  4.0826  1.2475  -4.4820
C  3.2725  -1.4334  -3.2396
C  2.4631  -1.5715  -4.3620
C  2.5456  -2.7321  -5.1143
C  3.4114  -3.7496  -4.7289
C  4.1930  -3.6127  -3.5898
C  4.1294  -2.4473  -2.8357
C  6.2566  0.5091  0.3289
C  6.9166  -0.5922  -0.1878
C  8.1183  -0.9735  0.3950
C  8.6351  -0.2535  1.4618
C  7.9598  0.8554  1.9606
C  6.7589  1.2447  1.3940
C  5.1426  2.6328  -1.0490
C  4.6539  3.8104  -0.5050
C  5.0042  5.0105  -1.1064
C  5.8225  5.0145  -2.2270
C  6.3063  3.8228  -2.7542
C  5.9703  2.6174  -2.1633
C  2.9172  1.2516  3.2119
C  2.9208  0.5246  4.3930
C  2.8967  1.2052  5.6020
C  2.8490  2.5913  5.6210
C  2.8132  3.3070  4.4308
C  2.8466  2.6398  3.2180
C  3.7942  -1.0444  1.7824
C  3.4264  -2.0618  0.9161
C  4.1698  -3.2316  0.8891
C  5.2625  -3.3762  1.7358
C  5.6269  -2.3461  2.5950
C  4.8996  -1.1644  2.6163
H  1.8486  2.5586  -2.2824
H  2.0982  4.5058  -3.8254
H  3.5905  4.3310  -5.7866
H  4.8649  2.2533  -6.2023
H  4.6437  0.3382  -4.6556
H  1.7838  -0.7755  -4.6477
H  1.9297  -2.8429  -5.9982
H  3.4758  -4.6539  -5.3210
H  4.8611  -4.4108  -3.2910
H  4.7326  -2.3206  -1.9472
H  6.4914  -1.1351  -1.0197
H  8.6498  -1.8348  0.0118
H  9.5744  -0.5546  1.9081
H  8.3684  1.4151  2.7920
H  6.2093  2.0984  1.7769
H  4.0098  3.7747  0.3611
H  4.6352  5.9426  -0.6984
H  6.0866  5.9536  -2.6963
H  6.9443  3.8328  -3.6282
H  6.3322  1.6778  -2.5650
H  2.9239  -0.5571  4.3769
H  2.9040  0.6477  6.5295
H  2.8249  3.1164  6.5670
H  2.7517  4.3874  4.4486
H  2.7994  3.1815  2.2834
H  2.5654  -1.9072  0.2781
H  3.8889  -4.0356  0.2184
H  5.8343  -4.2958  1.7276
H  6.4795  -2.4609  3.2525
H  5.1926  -0.3555  3.2725
C  -1.5630  -1.8663  3.1636
C  -1.8856  -2.7395  4.4111
N  -0.9254  -3.8463  4.5128
C  0.4204  -3.2952  4.6742
C  0.7398  -2.3310  3.4946
N  -0.3467  -2.3609  2.5205
C  -0.5555  -3.7379  2.0736
C  -0.9727  -4.6310  3.2785
H  -1.4075  -0.8180  3.4238
H  -2.3603  -1.9110  2.4266
H  -2.8900  -3.1665  4.3517
H  -1.8291  -2.1565  5.3327
H  1.1260  -4.1292  4.7100
H  0.4680  -2.7786  5.6356
H  1.6719  -2.6105  2.9934
H  0.8338  -1.2989  3.8373
H  0.3818  -4.1003  1.6355
H  -1.3231  -3.7349  1.2945
H  -0.3075  -5.4905  3.3894
H  -1.9898  -5.0098  3.1555
N  -2.5896  -1.9591  -5.5648
C  -1.9785  -2.2261  -4.6295
C  -1.1800  -2.5388  -3.4698
C  -0.4437  -3.7114  -3.3986
C  0.3197  -3.9406  -2.2690
C  0.3317  -2.9842  -1.2696
N  -0.3610  -1.8497  -1.3430
C  -1.1191  -1.6369  -2.4148
H  -0.4843  -4.4299  -4.2071
H  0.8987  -4.8474  -2.1607
H  0.8817  -3.1405  -0.3498
H  -1.7284  -0.7386  -2.4064
Cl  -1.6076  3.5335  -4.6256
C  -1.1382  3.3034  -2.9785
C  -0.9943  4.3795  -2.1223
C  -0.5952  4.1277  -0.8203
C  -0.3560  2.8201  -0.4259
N  -0.5015  1.7881  -1.2637
C  -0.8888  2.0246  -2.5135
H  -1.1949  5.3851  -2.4697
H  -0.4832  4.9358  -0.1102
H  -0.0741  2.5715  0.5904
H  -0.9954  1.1775  -3.1817

=====

# 7
A structure of composition C20H40NOP3SZr. Source: the Open Molecules 2025 dataset; level of theory: ωB97M-V/def2-TZVPD.

Results
**Lowest unoccupied orbital energy (alpha / beta)**: -16.021 / -16.018 eV
**Charge**: +4
**ΔE to the lowest compared entry with this formula, charge and spin**: 44.1 kcal/mol
**HOMO level (alpha / beta)**: -19.1 / -19.1 eV

Geometry (Å):
Zr  1.4912  -0.8745  0.8455
P  -2.8271  0.8181  -2.1828
P  2.2116  -1.0296  -1.6459
P  -1.0950  -0.2316  2.3186
H  4.0595  0.1015  0.9154
C  3.4971  -0.5272  1.6142
C  3.3773  -1.9227  1.1995
H  3.8948  -2.2044  0.2758
C  -3.8743  1.6141  -3.4098
C  -1.8079  -0.3969  -3.0582
C  -3.7460  0.1125  -0.8171
C  4.0126  -1.1576  -2.0043
C  1.6959  -2.4866  -2.6281
C  1.7835  0.3141  -2.8097
C  -0.6501  -0.0447  4.0950
C  -2.6794  -1.1695  2.4529
C  -1.8855  1.4119  2.0384
H  3.6648  -0.2307  2.6466
H  3.3350  -2.8140  1.8473
H  -4.5594  0.8447  -3.8120
H  -3.2445  2.0246  -4.2108
H  -4.4418  2.4320  -2.9439
H  -2.4123  -0.9101  -3.8181
H  -1.3941  -1.1457  -2.3717
H  -0.9774  0.1149  -3.5568
H  -4.5648  -0.5018  -1.2172
H  -4.1739  0.9276  -0.2112
H  -3.1060  -0.5005  -0.1640
H  4.1436  -1.3522  -3.0796
H  4.4878  -1.9749  -1.4485
H  4.4939  -0.2054  -1.7534
H  2.2742  -2.5156  -3.5635
H  0.6267  -2.4371  -2.8650
H  1.8953  -3.4040  -2.0633
H  2.6839  0.7657  -3.2466
H  1.2103  1.0978  -2.2969
H  1.1658  -0.0974  -3.6175
H  -1.5479  0.2719  4.6405
H  0.1355  0.7127  4.2354
H  -0.2961  -1.0012  4.4964
H  -2.8170  -1.5456  3.4709
H  -2.7210  -2.0167  1.7623
H  -3.5068  -0.4879  2.2178
H  -2.5457  1.6568  2.8855
H  -2.4787  1.3928  1.1089
H  -1.1181  2.1907  1.9284
C  0.3182  2.6251  -0.1878
C  0.5153  3.9939  -0.5775
C  1.1226  4.8928  0.2939
C  1.6863  4.4388  1.4980
C  1.6301  3.0926  1.8485
C  1.0089  2.1654  1.0000
O  -0.4822  1.9021  -0.8757
H  -1.9936  1.7814  -1.5653
H  0.0935  4.2672  -1.5481
H  1.1432  5.9433  0.0088
H  2.2122  5.1376  2.1345
H  2.0753  2.7109  2.7731
H  0.8513  1.1004  1.4500
S  -0.7054  -3.5356  2.9846
C  -1.1791  -4.0574  1.3995
C  -0.3393  -3.6207  0.4124
N  0.6816  -2.8255  0.9090
C  0.6002  -2.5799  2.2975
H  -1.9933  -4.7720  1.2613
H  -0.4042  -3.7900  -0.6566
H  1.4892  -2.4888  2.9404

=====

For reference, total energy by record: -859.13034 -1557.06146 -1181.64359 -3454.58673 -4807.17191 -6612.06943 -2383.65662 hartree.